(1)
{
  "formula": "C3H6BClO3",
  "method": "ωB97M-V with the def2-TZVPD basis set",
  "species": ["Cl", "O", "O", "O", "C", "C", "C", "B", "H", "H", "H", "H", "H", "H"],
  "coordinates": [[1.600354, -1.562243, -0.922147], [-0.228904, -0.913423, 2.547671], [0.419536, 0.488181, -2.741587], [-0.909835, 2.144220, -1.710747], [-0.322065, 0.223833, -0.309159], [0.720831, -1.236222, 1.620785], [0.628282, -0.833509, 0.200138], [-0.360620, 0.897139, -1.707746], [-0.679229, 2.615354, -2.532014], [0.627951, 0.978793, -3.462688], [0.742748, -2.334250, 1.604850], [-0.403573, -0.087795, 2.212699], [1.665109, -0.844284, 2.069559], [-1.090767, 0.727939, 0.419478]],
  "forces_ev_per_angstrom": [[1.302, -0.988, -0.506], [-0.918, -1.544, 0.489], [-0.636, -3.244, 2.821], [-0.480, 0.759, -0.702], [1.653, -3.284, 3.270], [2.785, -2.491, 0.470], [-5.904, 6.015, -1.835], [1.428, 0.483, 0.522], [-0.399, -0.147, 0.555], [0.588, 2.409, -3.117], [0.544, 0.068, 0.034], [-1.846, 3.752, -0.109], [0.155, -0.559, -0.879], [1.729, -1.228, -1.012]],
  "charge": 0,
  "e_above_lowest_ev": 1.685
}

***

(2)
{
  "formula": "C3H6Br2O2",
  "method": "ωB97M-V with the def2-TZVPD basis set",
  "species": ["Br", "Br", "O", "O", "C", "C", "C", "H", "H", "H", "H", "H", "H"],
  "coordinates": [[2.595516, -1.238789, 0.038364], [1.248906, 1.895521, -0.420086], [0.398858, 0.357385, 1.955874], [-1.466206, 0.298752, 0.780914], [0.664412, 0.147853, -0.442606], [-0.161820, -0.174166, 0.827791], [-0.149137, -0.301831, -1.622255], [0.368972, -0.228441, -2.542273], [-0.103347, -1.203217, 0.972179], [-1.076228, 0.155049, -1.635905], [-1.685352, 1.141154, 1.122380], [-0.245402, -1.425658, -1.560549], [-0.389171, 0.576383, 2.526171]],
  "forces_ev_per_angstrom": [[-2.150, 1.385, -0.814], [0.428, 0.828, -0.400], [-0.142, 1.336, 2.124], [-1.246, -2.603, -1.882], [-0.032, -1.453, 1.276], [0.662, 1.910, 0.592], [2.728, -3.180, 0.196], [0.526, 0.750, -0.967], [-0.842, -2.162, -0.459], [-1.812, 1.004, 0.053], [0.619, 1.577, 0.419], [-0.353, 1.071, 0.355], [1.613, -0.464, -0.493]],
  "charge": 0,
  "e_above_lowest_ev": 1.978
}

***

(3)
{
  "formula": "C3H6BrF",
  "method": "ωB97M-V with the def2-TZVPD basis set",
  "species": ["Br", "F", "C", "C", "C", "H", "H", "H", "H", "H", "H"],
  "coordinates": [[-2.557465, -0.062814, 0.013013], [-0.466081, -1.995247, 0.529356], [0.000624, 0.837916, 0.899288], [-0.263800, -1.329853, -0.609749], [-0.685012, 0.232566, -0.372363], [1.071019, 0.992578, 0.771588], [-0.433324, 0.811167, -1.251671], [-0.349099, 0.202225, 1.793460], [-0.548535, 1.765439, 0.899752], [-0.748881, -1.939188, -1.408999], [0.872357, -1.319201, -0.754968]],
  "forces_ev_per_angstrom": [[-0.710, 0.991, -0.245], [-0.359, -0.962, 1.746], [-2.137, -1.497, -0.356], [2.377, 2.091, -1.217], [1.312, -3.539, 0.594], [-0.079, -0.185, 0.175], [-0.623, 0.129, -0.253], [1.063, 1.106, -1.258], [0.332, 0.753, 0.798], [0.128, 1.171, 0.227], [-1.303, -0.059, -0.212]],
  "charge": 0,
  "e_above_lowest_ev": 0.800
}

***

(4)
{
  "formula": "C3H6BrI",
  "method": "ωB97M-V with the def2-TZVPD basis set",
  "species": ["I", "Br", "C", "C", "C", "H", "H", "H", "H", "H", "H"],
  "coordinates": [[-2.721715, -1.257716, -0.055425], [-2.726745, 2.154694, 0.166309], [-0.850644, -0.642750, -0.429258], [0.167091, -0.787413, 0.594756], [-0.996698, 1.618933, -0.442237], [-0.294509, -0.784728, 1.677140], [-0.753628, -0.707253, -1.561584], [0.829669, -1.658007, 0.663153], [-0.833433, 2.040639, -1.340506], [-0.149140, 1.720599, 0.259287], [1.038276, -0.030576, 0.520396]],
  "forces_ev_per_angstrom": [[-1.321, -0.886, 0.470], [0.722, 0.077, 0.038], [-0.437, 3.879, -3.018], [2.442, 0.410, 3.068], [-0.186, -3.879, 3.564], [0.801, 0.511, -2.104], [0.822, -0.210, 1.873], [-0.729, -0.731, -0.702], [0.547, 1.033, -3.198], [-0.940, 0.286, -0.147], [-1.721, -0.489, 0.156]],
  "charge": 0,
  "e_above_lowest_ev": 3.403
}

***

(5)
{
  "formula": "C3H6BrN3",
  "method": "ωB97M-V with the def2-TZVPD basis set",
  "species": ["Br", "N", "N", "N", "C", "C", "C", "H", "H", "H", "H", "H", "H"],
  "coordinates": [[-4.188683, -0.202873, 0.425236], [0.675698, -0.204916, -0.000829], [-0.263285, 0.688559, 0.087152], [-1.531400, 0.085289, 0.342057], [1.929614, 0.529864, -0.248807], [0.688794, -1.472574, 0.046145], [-2.610371, 0.735949, 0.094650], [2.331674, 0.112760, -1.210806], [1.456407, 1.562402, -0.348750], [2.549459, 0.404389, 0.665548], [1.573796, -1.989375, -0.073547], [-2.512026, 1.796007, -0.286732], [-0.099674, -2.045482, 0.508679]],
  "forces_ev_per_angstrom": [[-0.420, 0.390, -0.081], [0.474, 1.004, -0.258], [-3.592, 0.813, 0.452], [0.526, -0.073, -0.426], [-0.740, 0.619, -0.516], [-1.620, -1.761, 1.289], [3.323, 0.499, -0.015], [0.104, 0.682, 1.130], [1.643, -1.059, -0.071], [-0.102, 0.204, -0.983], [1.918, -0.530, -0.377], [-0.944, -1.143, 0.369], [-0.569, 0.354, -0.515]],
  "charge": 0,
  "e_above_lowest_ev": 3.591
}

***

(6)
{
  "formula": "C3H6BrN3",
  "method": "ωB97M-V with the def2-TZVPD basis set",
  "species": ["Br", "N", "N", "N", "C", "C", "C", "H", "H", "H", "H", "H", "H"],
  "coordinates": [[-3.211947, 0.793734, 0.041222], [-1.969434, -1.871904, 0.503413], [-0.540932, -0.238531, -0.509160], [-1.779329, -2.858584, -0.148702], [-1.882992, -0.553419, -0.580441], [1.462779, 0.834667, 0.101128], [-0.000912, 0.746838, 0.082898], [1.856698, 0.703478, 1.062850], [-2.093401, -0.842872, -1.499940], [1.787051, 1.767574, -0.199225], [-0.699916, 1.505286, 0.766569], [-1.862514, -3.647636, 0.373720], [1.843934, 0.033971, -0.500400]],
  "forces_ev_per_angstrom": [[0.292, -0.434, -0.257], [-0.860, 6.821, -0.660], [0.800, 0.998, -0.081], [0.963, -1.885, -2.655], [0.967, 0.628, 6.570], [-0.732, -1.160, -0.315], [-2.798, 0.544, 1.840], [0.347, -0.222, 1.730], [-1.668, -1.591, -3.894], [0.780, 2.002, -0.941], [1.812, -1.663, -1.933], [-0.254, -3.844, 1.133], [0.350, -0.195, -0.537]],
  "charge": 0,
  "e_above_lowest_ev": 1.966,
  "spin_multiplicity": 3,
  "s_squared": 2.008
}

***

(7)
{
  "formula": "C3H6BrNO",
  "method": "ωB97M-V with the def2-TZVPD basis set",
  "species": ["Br", "O", "N", "C", "C", "C", "H", "H", "H", "H", "H", "H"],
  "coordinates": [[-2.389210, -0.027665, -0.039539], [0.607423, -2.413942, 0.589383], [0.343639, -2.338494, -0.563156], [0.062962, 0.973203, -1.301030], [0.188811, 0.136517, 1.193863], [-0.497861, 0.329477, -0.058560], [1.093220, 0.800490, 1.453502], [-0.299139, 1.974398, -1.447327], [0.417456, -0.922633, 1.456572], [-0.605620, 0.375121, 1.891471], [-0.072785, 0.186139, -2.108843], [1.151101, 0.927384, -1.066331]],
  "forces_ev_per_angstrom": [[0.674, 0.224, -0.068], [-0.244, -1.069, -2.637], [0.092, 1.637, 3.190], [1.032, -2.771, 0.771], [-0.154, 1.997, 1.004], [0.368, -1.375, -1.107], [-1.241, -1.048, -0.910], [-0.180, 0.314, -0.532], [0.175, -0.220, -0.504], [0.174, 0.019, 0.939], [-0.172, 1.683, 0.386], [-0.522, 0.609, -0.533]],
  "charge": 0,
  "e_above_lowest_ev": 4.633
}

***

(8)
{
  "formula": "C3H6BrNO2S",
  "method": "ωB97M-V with the def2-TZVPD basis set",
  "species": ["Br", "S", "O", "O", "N", "C", "C", "C", "H", "H", "H", "H", "H", "H"],
  "coordinates": [[2.198484, -0.048539, 0.928890], [-0.048012, -1.639794, -0.516371], [0.727498, -2.620818, 0.162203], [-1.453146, -1.864710, -0.523552], [0.399468, -1.506049, -2.122985], [-0.371348, 0.928113, 0.495831], [0.290926, -0.094419, 0.383568], [-0.308041, 2.323531, 1.260440], [1.208173, -2.150350, -2.166676], [0.672061, 2.370529, 1.681382], [-1.382230, 0.725414, 0.266929], [-0.881859, 2.499442, 2.420121], [-0.634686, 2.826444, 0.304766], [-0.417288, -1.748794, -2.574545]],
  "forces_ev_per_angstrom": [[-0.816, -0.091, -0.199], [-0.618, -0.212, 1.124], [1.008, -0.150, -0.288], [-1.140, 0.787, -0.291], [2.947, 0.517, 3.060], [-5.679, 5.739, 3.754], [6.970, -5.409, -1.475], [-0.977, -2.104, 0.838], [-0.760, 0.451, -0.766], [1.124, 0.958, -0.808], [-1.381, 0.026, -1.005], [0.552, -0.898, -4.145], [0.544, 1.275, 1.973], [-1.772, -0.888, -1.773]],
  "charge": 0,
  "e_above_lowest_ev": 1.504
}